Density functional theory data (ωB97M-V/def2-TZVPD) for C32H34ClN4O2PdSSi as an isolated structure.

Geometry as XYZ:
```
76
Properties=species:S:1:pos:R:3
Pd -0.79891 0.83105 0.51411
O -1.19319 0.08902 3.34655
S -2.54708 0.37455 2.84576
N -2.70429 0.77243 1.41352
Cl -3.68146 4.90788 5.44321
C -2.69422 4.30858 4.12805
C -3.13377 4.45220 2.82399
C -2.34694 3.96942 1.79100
C -1.12260 3.33927 2.03076
C -0.32096 2.78296 0.93413
C -0.70768 3.22381 3.36073
C -1.48253 3.69742 4.40560
H -4.08556 4.92635 2.62355
H -2.69861 4.05345 0.76912
H 0.73643 2.66137 1.14886
H -0.52359 3.20962 -0.04668
H 0.22179 2.70931 3.57471
H -1.15669 3.58411 5.43106
C -5.19208 -0.70448 -2.91670
C -4.65524 -1.18867 -1.58044
N -3.41810 -0.51018 -1.27909
C -2.56559 -0.04603 -2.24913
N -1.56814 0.67414 -1.88128
C -0.64386 1.16389 -2.88100
C -0.53317 0.20139 -4.05470
C -1.92300 -0.05104 -4.60937
N -2.83423 -0.43430 -3.54747
C -4.12640 -0.94565 -3.96995
H -5.41702 0.36281 -2.84915
H -6.10668 -1.23357 -3.19115
H -4.51124 -2.27688 -1.62596
H -5.36011 -0.99092 -0.77295
H -3.31680 -0.03865 -0.38474
H 0.32196 1.28743 -2.38673
H -0.95918 2.15400 -3.24046
H -0.09699 -0.73760 -3.70237
H 0.11094 0.59668 -4.84350
H -1.90972 -0.85366 -5.35382
H -2.29331 0.85301 -5.11477
H -4.05534 -2.02108 -4.18226
H -4.40161 -0.45364 -4.90907
O 1.13219 0.63282 -0.17056
Si 2.05527 -0.53475 0.36976
C 1.17791 -2.22275 0.39076
C 1.86956 -3.40038 0.68819
C 1.22845 -4.63136 0.72497
C -0.13396 -4.71226 0.46207
C -0.84053 -3.55744 0.15849
C -0.18454 -2.33350 0.12032
C 2.70540 -0.23229 2.11854
C 2.00671 -0.69536 3.23595
C 2.41540 -0.37460 4.52443
C 3.54052 0.41470 4.72081
C 4.25000 0.88746 3.62387
C 3.83124 0.56729 2.33915
C 3.55915 -0.72344 -0.76608
C 3.47711 -0.25434 -2.07955
C 4.52904 -0.41576 -2.97223
C 5.69404 -1.05354 -2.56547
C 5.80106 -1.52214 -1.26289
C 4.74367 -1.35465 -0.37657
H 2.93334 -3.35677 0.90086
H 1.78913 -5.52854 0.96086
H -0.64033 -5.66958 0.49507
H -1.90359 -3.60376 -0.04808
H -0.75715 -1.44821 -0.13729
H 1.10868 -1.28688 3.10029
H 1.84392 -0.72943 5.37352
H 3.85952 0.66824 5.72509
H 5.12445 1.51093 3.77079
H 4.38970 0.94966 1.49031
H 2.57083 0.25417 -2.39167
H 4.44230 -0.04083 -3.98551
H 6.51740 -1.17971 -3.25870
H 6.71043 -2.01271 -0.93547
H 4.84844 -1.71007 0.64401
```

For the highest occupied orbital energy, the calculation gives -3.942 eV. The value obtained for the frontier orbital gap is 6.46 eV. The calculated total energy comes out at -78510.0094 eV. The LUMO energy is 2.523 eV. The net charge is -1.